<A>
Molecular formula: C10H8O3
Method: DFT, the ωB97M-V functional and the def2-TZVPD basis

Calculated values
SMILES string: CC(=O)/C(O)=c1/ccccc1=C=O
E_LUMO (spin up / spin down): -0.97 / -0.97 eV
M: 176.171 g/mol

ORCA input file:
```
! wB97M-V def2-TZVPD RIJCOSX def2/J DEFGRID3
* xyz 0 1
C 2.71 -0.52 1.00
C 1.53 -1.32 1.52
O 1.68 -2.20 2.43
C 0.19 -1.09 1.01
O -0.75 -1.78 1.81
C -0.45 -0.30 0.08
C -1.81 0.04 0.29
C -2.58 0.86 -0.52
C -1.95 1.45 -1.70
C -0.74 1.14 -2.05
C 0.06 0.25 -1.23
C 1.12 0.18 -1.99
O 1.81 0.06 -2.94
H 3.36 -1.22 0.59
H 3.35 -0.14 1.81
H 2.49 0.22 0.14
H -0.28 -2.21 2.61
H -2.30 -0.29 1.17
H -3.52 1.27 -0.27
H -2.61 2.14 -2.21
H -0.36 1.55 -2.94
*
```

***

<B>
Molecular formula: C10H8O3
Method: DFT, the ωB97M-V functional and the def2-TZVPD basis

Calculated values
E_LUMO: -0.40 eV
M: 176.171 g/mol

ORCA input file:
```
! wB97M-V def2-TZVPD RIJCOSX def2/J DEFGRID3
* xyz 0 1
C -2.96 -1.08 0.26
C -0.89 -0.17 -0.41
C -1.55 1.04 -0.16
C -0.77 2.10 -0.16
C 0.56 2.13 0.06
C 1.32 0.87 -0.19
C 3.28 -0.19 -0.16
C 2.59 -1.51 -0.02
C 1.19 -1.63 -0.04
C 0.60 -0.39 -0.19
H -2.70 -0.97 1.63
H -3.64 0.06 -0.20
H -3.60 -1.93 -0.05
H -2.74 1.07 -0.18
H -1.37 3.06 -0.01
H 1.02 3.10 0.21
H 3.45 -2.37 0.16
H 0.65 -2.51 0.39
O -1.67 -1.40 -0.64
O 2.72 1.00 -0.23
O 4.52 -0.28 -0.07
*
```

***

Energy comparison, zero being the most stable, in eV: <A> 0.000; <B> 3.018.

***

<A>
Molecular formula: CH3S
Method: DFT, the ωB97M-V functional and the def2-TZVPD basis

Calculated values
SMILES string: C[S-]
E_LUMO: 4.70 eV
M: 47.102 g/mol

ORCA input file:
```
! wB97M-V def2-TZVPD RIJCOSX def2/J DEFGRID3
* xyz -1 1
C 0.06 -0.13 -0.08
S -0.16 1.69 0.51
H -0.70 -0.72 0.45
H -0.12 -0.09 -1.12
H 0.91 -0.75 0.24
*
```

***

<B>
Molecular formula: CH3S
Method: DFT, the ωB97M-V functional and the def2-TZVPD basis

Calculated values
SMILES string: C[S-]
E_LUMO: 4.69 eV
M: 47.102 g/mol

ORCA input file:
```
! wB97M-V def2-TZVPD RIJCOSX def2/J DEFGRID3
* xyz -1 1
C -0.07 0.03 -0.11
S 1.02 -0.33 1.33
H -0.61 0.98 0.02
H 0.49 0.08 -1.05
H -0.83 -0.76 -0.19
*
```

***

Energy comparison, zero being the most stable, in eV: <A> 0.324; <B> 0.000.

***

<A>
Molecular formula: C6H7LiNaO6
Method: DFT, the ωB97M-V functional and the def2-TZVPD basis

Calculated values
<S²>: 0.76
E_LUMO (spin up / spin down): -2.19 / -2.18 eV
M: 205.047 g/mol

ORCA input file:
```
! wB97M-V def2-TZVPD RIJCOSX def2/J DEFGRID3
* xyz 0 2
O -0.88 -0.58 2.03
C -0.21 -0.11 3.13
C -1.70 0.30 1.28
O 1.03 0.08 2.97
O -0.89 0.05 4.14
C -2.55 -0.49 0.35
H -1.05 0.98 0.71
H -2.34 0.89 1.96
H -1.71 -0.37 -2.08
H -2.72 -1.54 0.56
H -3.33 0.05 -0.19
Li 2.11 -0.07 1.51
O 1.11 0.13 -1.26
C 2.44 -0.04 -1.30
O 3.07 -0.14 -2.36
Na 5.57 -0.35 -1.41
O 2.99 -0.11 -0.15
C 0.36 0.05 -2.42
H 0.86 -0.42 -3.26
C -0.91 0.42 -2.40
H -1.24 1.27 -1.80
*
```

***

<B>
Molecular formula: C6H7LiNaO6
Method: DFT, the ωB97M-V functional and the def2-TZVPD basis

Calculated values
<S²>: 0.76
E_LUMO (spin up / spin down): -0.52 / -0.53 eV
M: 205.047 g/mol

ORCA input file:
```
! wB97M-V def2-TZVPD RIJCOSX def2/J DEFGRID3
* xyz 0 2
Na -1.68 -2.02 0.46
O -0.13 -0.87 -1.30
O -0.77 1.24 -1.78
C 0.52 1.57 -2.27
C 1.31 2.36 -1.23
O -2.10 -0.12 -0.66
C -1.00 0.03 -1.23
H 1.06 0.66 -2.56
H 0.36 2.20 -3.15
H 0.75 3.24 -0.90
H 2.25 2.70 -1.70
Li 1.33 -1.12 -0.09
O 2.36 0.48 -0.18
O 1.19 1.88 1.10
C 1.25 0.70 2.52
C 0.15 -0.23 2.36
O 0.17 -1.18 1.49
C 1.68 1.51 -0.02
H 2.25 0.27 2.42
H 1.14 1.41 3.34
H -0.79 0.01 2.88
*
```

***

Energy comparison, zero being the most stable, in eV: <A> 4.782; <B> 0.000.

***

<A>
Molecular formula: C5H3N
Method: DFT, the ωB97M-V functional and the def2-TZVPD basis

Calculated values
E_LUMO: -0.91 eV
M: 77.086 g/mol

ORCA input file:
```
! wB97M-V def2-TZVPD RIJCOSX def2/J DEFGRID3
* xyz 0 1
C 0.04 -0.99 -0.11
C 1.11 -1.67 -0.02
C -0.12 1.03 0.00
C -1.11 -0.04 -0.44
C 1.05 0.22 0.65
N 1.06 1.38 -0.21
H -1.23 0.13 -1.54
H -2.15 -0.23 -0.02
H 1.35 0.18 1.69
*
```

***

<B>
Molecular formula: C5H3N
Method: DFT, the ωB97M-V functional and the def2-TZVPD basis

Calculated values
E_LUMO: -2.12 eV
M: 77.086 g/mol

ORCA input file:
```
! wB97M-V def2-TZVPD RIJCOSX def2/J DEFGRID3
* xyz 0 1
C -0.68 -0.78 0.48
C 0.48 -1.49 0.32
C 1.71 -1.67 0.32
C -0.58 0.61 -0.17
C 0.82 1.01 -0.24
N 1.90 1.20 -0.55
H -1.67 -0.90 0.92
H -0.86 0.56 -1.36
H -1.14 1.45 0.28
*
```

***

Energy comparison, zero being the most stable, in eV: <A> 2.751; <B> 0.000.

***

<A>
Molecular formula: C5H3N
Method: DFT, the ωB97M-V functional and the def2-TZVPD basis

Calculated values
E_LUMO: 0.30 eV
M: 77.086 g/mol

ORCA input file:
```
! wB97M-V def2-TZVPD RIJCOSX def2/J DEFGRID3
* xyz 0 1
C -2.02 -0.48 0.70
C -0.75 -0.51 0.30
C -0.69 1.26 0.09
C 0.73 -0.03 0.57
C -1.78 0.62 -0.41
N 0.50 1.41 0.44
H 1.00 -0.38 1.56
H 1.56 -0.57 0.13
H -2.31 0.69 -1.37
*
```

***

<B>
Molecular formula: C5H3N
Method: DFT, the ωB97M-V functional and the def2-TZVPD basis

Calculated values
SMILES string: C#CC(=C)C#N
E_LUMO: -0.37 eV
M: 77.086 g/mol

ORCA input file:
```
! wB97M-V def2-TZVPD RIJCOSX def2/J DEFGRID3
* xyz 0 1
C 1.81 1.45 0.73
C 1.01 0.37 0.66
C -0.20 -0.27 0.01
C -0.25 -1.01 -1.05
C -1.56 -0.18 0.73
N -2.69 -0.34 1.16
H 2.40 2.45 1.10
H 0.70 -0.88 -1.76
H -1.22 -1.59 -1.57
*
```

***

<C>
Molecular formula: C5H3N
Method: DFT, the ωB97M-V functional and the def2-TZVPD basis

Calculated values
E_LUMO: 0.04 eV
M: 77.086 g/mol

ORCA input file:
```
! wB97M-V def2-TZVPD RIJCOSX def2/J DEFGRID3
* xyz 0 1
C -1.93 -0.11 0.24
C -2.83 0.27 -0.49
C -4.80 -0.34 0.52
C 0.38 -0.17 -0.45
C -0.56 -0.38 0.50
N -4.16 0.26 -0.26
H 1.28 -0.58 -0.10
H 0.36 0.13 -1.53
H -0.16 -0.83 1.35
*
```

***

<D>
Molecular formula: C5H3N
Method: DFT, the ωB97M-V functional and the def2-TZVPD basis

Calculated values
E_LUMO: -1.02 eV
M: 77.086 g/mol

ORCA input file:
```
! wB97M-V def2-TZVPD RIJCOSX def2/J DEFGRID3
* xyz 0 1
C -0.78 -0.85 -0.20
C -1.78 -1.64 -0.30
C 1.14 -0.14 -0.22
C -0.17 0.54 -0.48
C 0.56 -1.28 0.53
N 1.71 -1.25 -0.45
H -0.42 0.96 -1.37
H -0.45 1.28 0.43
H 0.65 -1.52 1.51
*
```

***

Energy comparison, zero being the most stable, in eV: <A> 2.459; <B> 0.000; <C> 0.099; <D> 3.480.

***

<A>
Molecular formula: C5H4N2S
Method: DFT, the ωB97M-V functional and the def2-TZVPD basis

Calculated values
E_LUMO (spin up / spin down): -0.60 / -0.68 eV
M: 124.168 g/mol

ORCA input file:
```
! wB97M-V def2-TZVPD RIJCOSX def2/J DEFGRID3
* xyz 0 1
C 1.51 -0.69 0.05
C 2.29 0.41 0.27
C -0.01 1.05 -0.07
C 0.11 -0.38 -0.08
C -1.08 -1.11 -0.34
N -3.18 0.09 0.42
N -4.17 0.34 -0.04
S 1.45 1.93 -0.02
H 1.81 -1.75 0.09
H 3.37 0.62 0.43
H -1.01 1.62 -0.08
H -1.08 -2.12 -0.62
*
```

***

<B>
Molecular formula: C5H4N2S
Method: DFT, the ωB97M-V functional and the def2-TZVPD basis

Calculated values
SMILES string: S=Cc1cncnc1
E_LUMO: -1.41 eV
M: 124.168 g/mol

ORCA input file:
```
! wB97M-V def2-TZVPD RIJCOSX def2/J DEFGRID3
* xyz 0 1
S 3.43 -0.35 -0.02
C 1.91 0.44 -0.07
C 0.51 0.10 0.24
C 0.02 -1.15 0.09
N -1.29 -1.54 0.11
C -2.05 -0.46 -0.14
N -1.71 0.83 -0.11
C -0.49 1.11 0.14
H 1.93 1.47 -0.57
H 0.92 -1.90 -0.01
H -3.17 -0.60 -0.40
H -0.01 2.05 0.74
*
```

***

Energy comparison, zero being the most stable, in eV: <A> 1.254; <B> 0.000.

***

<A>
Molecular formula: C43H40BaF6GeN5O7S2Si
Method: DFT, the ωB97M-V functional and the def2-TZVPD basis

Calculated values
<S²>: 0.76
E_LUMO (spin up / spin down): 3.93 / 3.93 eV
M: 1154.967 g/mol

ORCA input file:
```
! wB97M-V def2-TZVPD RIJCOSX def2/J DEFGRID3
* xyz -2 2
Ba 0.30 -1.23 0.17
C 1.13 -2.41 -3.82
C 0.87 -1.00 -4.30
C 1.33 -0.63 -5.55
C 1.04 0.66 -5.97
C 0.39 1.52 -5.14
C 0.00 1.13 -3.79
N 0.20 -0.20 -3.44
N -0.53 2.00 -2.94
Si -0.43 3.66 -3.09
C -1.89 4.41 -3.97
C -0.40 4.50 -1.43
C 1.07 4.33 -3.96
H 2.19 -2.66 -3.93
H 0.55 -3.14 -4.39
H 0.86 -2.49 -2.78
H 1.88 -1.33 -6.17
H 1.34 1.00 -6.96
H 0.16 2.53 -5.46
H -2.83 3.99 -3.58
H -1.86 4.20 -5.05
H -1.92 5.51 -3.84
H -1.42 4.62 -1.04
H 0.07 5.50 -1.49
H 0.17 3.89 -0.70
H 1.12 4.07 -5.03
H 1.99 3.94 -3.50
H 1.09 5.43 -3.87
F 4.92 0.15 -0.51
C 4.26 0.71 0.46
F 4.72 0.40 1.66
F 4.31 2.03 0.33
S 2.41 0.27 0.33
O 1.81 1.55 0.49
O 2.20 -0.41 -0.93
N 2.02 -0.74 1.57
S 2.59 -2.23 1.10
O 1.70 -3.00 0.22
O 3.91 -2.05 0.56
C 3.06 -3.28 2.62
F 3.04 -2.55 3.71
F 4.31 -3.66 2.39
F 2.31 -4.35 2.68
C -4.61 1.27 -0.43
C -4.98 2.10 0.63
C -4.01 2.61 1.49
C -2.65 2.29 1.34
C -2.40 1.42 0.32
C -3.28 0.91 -0.58
C -1.64 2.95 2.21
C -1.75 4.35 2.48
C -0.78 4.97 3.20
C 0.30 4.20 3.71
C 1.38 4.77 4.45
C 2.39 3.98 4.91
C 2.36 2.57 4.66
C 1.33 2.01 3.96
C 0.30 2.83 3.44
N -0.67 2.22 2.68
H -5.35 0.88 -1.12
H -6.02 2.36 0.78
H -4.30 3.25 2.31
H -2.95 0.27 -1.39
H -2.58 4.91 2.07
H -0.82 6.04 3.38
H 1.38 5.84 4.64
H 3.21 4.41 5.47
H 3.16 1.94 5.03
H 1.26 0.94 3.77
O -0.79 -0.94 2.11
N 0.04 -1.51 2.94
O 0.40 -0.98 3.98
O 0.45 -2.67 2.53
C -2.60 -2.65 -2.85
Ge -2.21 -2.52 -0.90
C -4.14 -2.63 -0.35
C -5.02 -3.52 -0.97
C -6.35 -3.64 -0.58
C -6.85 -2.85 0.45
C -6.00 -1.95 1.09
C -4.66 -1.86 0.69
C -1.74 -4.50 -0.60
C -0.91 -5.07 -1.55
C -0.43 -6.41 -1.46
C -0.83 -7.21 -0.43
C -1.66 -6.68 0.60
C -2.04 -7.48 1.71
C -2.77 -6.96 2.74
C -3.12 -5.58 2.73
C -2.78 -4.80 1.66
C -2.07 -5.33 0.53
H -2.98 -3.64 -3.14
H -1.71 -2.43 -3.45
H -3.33 -1.88 -3.10
H -4.66 -4.16 -1.78
H -7.00 -4.35 -1.08
H -7.89 -2.93 0.76
H -6.37 -1.33 1.90
H -4.01 -1.18 1.24
H -0.59 -4.48 -2.40
H 0.24 -6.79 -2.22
H -0.48 -8.24 -0.36
H -1.74 -8.53 1.73
H -3.04 -7.58 3.59
H -3.65 -5.14 3.57
H -3.03 -3.75 1.68
*
```

***

<B>
Molecular formula: C43H40BaF6GeN5O7S2Si
Method: DFT, the ωB97M-V functional and the def2-TZVPD basis

Calculated values
<S²>: 0.79
E_LUMO (spin up / spin down): 3.89 / 1.76 eV
M: 1154.967 g/mol

ORCA input file:
```
! wB97M-V def2-TZVPD RIJCOSX def2/J DEFGRID3
* xyz -2 2
Ba 1.13 0.62 0.54
C -1.15 3.14 -2.34
C -2.22 3.11 -1.29
C -3.14 4.17 -1.21
C -4.17 4.07 -0.28
C -4.26 2.95 0.51
C -3.30 1.89 0.39
N -2.28 2.04 -0.53
N -3.34 0.79 1.10
Si -4.33 0.23 2.38
C -5.84 -0.68 1.70
C -3.39 -1.00 3.44
C -5.00 1.52 3.61
H -1.54 2.73 -3.27
H -0.30 2.52 -2.05
H -0.80 4.15 -2.53
H -3.04 5.04 -1.85
H -4.90 4.87 -0.18
H -5.06 2.85 1.22
H -5.53 -1.38 0.92
H -6.55 0.02 1.24
H -6.36 -1.23 2.48
H -3.29 -1.96 2.93
H -3.91 -1.16 4.38
H -2.37 -0.66 3.65
H -5.73 2.20 3.17
H -4.19 2.13 4.03
H -5.49 1.00 4.44
F -0.86 0.82 5.19
C -0.36 1.98 4.79
F 0.54 2.40 5.67
F -1.35 2.87 4.74
S 0.42 1.85 3.10
O -0.47 0.94 2.36
O 0.48 3.21 2.63
N 1.92 1.18 3.42
S 1.95 -0.51 3.31
O 0.86 -1.08 4.06
O 2.13 -1.08 1.94
C 3.41 -1.13 4.30
F 3.13 -2.40 4.57
F 4.57 -1.07 3.68
F 3.47 -0.45 5.45
C 1.34 0.15 -5.05
C 2.18 1.17 -5.49
C 2.71 2.08 -4.59
C 2.40 1.99 -3.23
C 1.58 0.96 -2.81
C 1.03 0.03 -3.68
C 2.85 3.02 -2.27
C 4.19 3.50 -2.32
C 4.57 4.51 -1.49
C 3.61 5.08 -0.61
C 3.89 6.16 0.26
C 2.92 6.65 1.09
C 1.64 6.06 1.11
C 1.34 5.02 0.28
C 2.32 4.51 -0.61
N 1.96 3.50 -1.44
H 0.93 -0.56 -5.76
H 2.40 1.27 -6.55
H 3.33 2.89 -4.96
H 0.39 -0.77 -3.33
H 4.90 3.02 -2.98
H 5.58 4.89 -1.48
H 4.88 6.59 0.25
H 3.13 7.48 1.75
H 0.89 6.43 1.79
H 0.37 4.54 0.29
O 3.09 2.20 0.91
N 3.87 1.16 0.90
O 4.51 0.86 1.88
O 3.83 0.43 -0.13
C -1.14 -2.05 1.15
Ge 0.05 -2.17 -0.53
C 1.28 -3.68 0.04
C 0.82 -4.78 0.77
C 1.70 -5.70 1.32
C 3.07 -5.55 1.15
C 3.54 -4.48 0.41
C 2.65 -3.56 -0.13
C -1.21 -3.28 -1.67
C -2.56 -3.13 -1.49
C -3.51 -4.01 -2.04
C -3.12 -5.08 -2.79
C -1.74 -5.26 -3.08
C -1.29 -6.32 -3.89
C 0.03 -6.46 -4.22
C 0.96 -5.50 -3.77
C 0.55 -4.48 -2.96
C -0.80 -4.34 -2.55
H -1.75 -2.96 1.22
H -1.81 -1.19 1.08
H -0.57 -1.95 2.07
H -0.24 -4.91 0.92
H 1.31 -6.54 1.89
H 3.76 -6.26 1.60
H 4.61 -4.34 0.28
H 3.05 -2.71 -0.68
H -2.93 -2.31 -0.87
H -4.57 -3.85 -1.83
H -3.83 -5.79 -3.18
H -2.03 -7.03 -4.27
H 0.36 -7.28 -4.84
H 2.00 -5.58 -4.05
H 1.27 -3.74 -2.62
*
```

***

Energy comparison, zero being the most stable, in eV: <A> 3.656; <B> 0.000.

***

<A>
Molecular formula: H10O5
Method: DFT, the ωB97M-V functional and the def2-TZVPD basis

Calculated values
SMILES string: O.O.O.O.O
E_LUMO: 0.57 eV
M: 90.075 g/mol

ORCA input file:
```
! wB97M-V def2-TZVPD RIJCOSX def2/J DEFGRID3
* xyz 0 1
O 2.88 -0.02 0.65
H 2.12 -0.59 0.53
H 3.62 -0.43 1.10
O 1.45 0.45 4.60
H 0.99 0.47 5.44
H 2.05 -0.29 4.82
O -1.70 -2.28 -2.69
H -2.12 -1.50 -3.05
H -2.43 -2.89 -2.85
O -3.98 -1.57 -4.53
H -4.50 -0.76 -4.61
H -3.39 -1.44 -5.28
O 1.87 3.62 2.26
H 1.92 2.96 1.57
H 1.22 4.28 2.04
*
```

***

<B>
Molecular formula: H10O5
Method: DFT, the ωB97M-V functional and the def2-TZVPD basis

Calculated values
SMILES string: O.O.O.O.O
E_LUMO: 0.18 eV
M: 90.075 g/mol

ORCA input file:
```
! wB97M-V def2-TZVPD RIJCOSX def2/J DEFGRID3
* xyz 0 1
O -1.82 1.16 0.88
H -1.64 1.00 1.81
H -2.73 1.47 0.85
O 2.41 -1.37 -2.27
H 1.52 -1.08 -2.51
H 2.45 -1.15 -1.33
O 0.75 -2.19 1.80
H 0.63 -3.13 1.65
H 1.38 -2.13 2.53
O -1.21 3.32 -1.14
H -0.32 3.03 -1.37
H -1.48 2.71 -0.44
O 0.29 -0.40 -0.40
H 0.37 -1.18 0.18
H -0.59 -0.05 -0.21
*
```

***

Energy comparison, zero being the most stable, in eV: <A> 0.634; <B> 0.000.

***

<A>
Molecular formula: H10O5
Method: DFT, the ωB97M-V functional and the def2-TZVPD basis

Calculated values
SMILES string: O.O.O.O.O
E_LUMO: 0.41 eV
M: 90.075 g/mol

ORCA input file:
```
! wB97M-V def2-TZVPD RIJCOSX def2/J DEFGRID3
* xyz 0 1
O 0.32 1.34 -1.92
H 0.13 2.28 -1.99
H 0.79 1.12 -2.74
O -0.09 -0.13 0.57
H 0.42 0.31 -0.14
H -0.98 -0.23 0.19
O -3.40 -0.90 -1.32
H -4.11 -0.25 -1.36
H -3.75 -1.67 -1.77
O 2.08 -1.87 1.13
H 2.02 -1.98 2.09
H 1.32 -1.30 0.90
O 1.91 1.44 1.99
H 1.12 0.98 1.66
H 2.24 0.87 2.70
*
```

***

<B>
Molecular formula: H10O5
Method: DFT, the ωB97M-V functional and the def2-TZVPD basis

Calculated values
SMILES string: O.O.O.O.O
E_LUMO: 0.52 eV
M: 90.075 g/mol

ORCA input file:
```
! wB97M-V def2-TZVPD RIJCOSX def2/J DEFGRID3
* xyz 0 1
O 1.60 0.31 0.54
H 1.31 1.30 0.66
H 2.49 0.37 0.68
O 0.36 2.55 0.48
H -0.27 1.96 0.03
H 0.04 2.76 1.38
O -1.21 0.48 -0.92
H -2.14 0.56 -1.21
H -0.77 -0.22 -1.39
O 0.31 -1.86 -1.51
H -0.04 -1.96 -0.62
H 1.24 -1.55 -1.33
O -1.10 -1.61 1.30
H -0.27 -1.54 1.77
H -1.28 -0.79 0.91
*
```

***

Energy comparison, zero being the most stable, in eV: <A> 0.228; <B> 0.000.